{"formula": "C22H36BF2O15", "method": "the ωB97M-V functional and the def2-TZVPD basis", "charge": -1, "homo_energy_ev": -4.64, "spin_multiplicity": 1, "e_lumo_ha": 0.06837, "gap_ev": 6.50, "species": ["C", "C", "F", "B", "F", "H", "H", "H", "H", "H", "H", "C", "C", "C", "O", "C", "O", "O", "H", "H", "H", "H", "H", "H", "C", "C", "C", "O", "C", "O", "O", "H", "H", "H", "H", "H", "H", "C", "C", "C", "O", "C", "O", "O", "H", "H", "H", "H", "H", "H", "C", "C", "C", "O", "C", "O", "O", "H", "H", "H", "H", "H", "H", "C", "C", "C", "O", "C", "O", "O", "H", "H", "H", "H", "H", "H"], "positions_angstrom": [[-2.287, 0.987, 1.829], [-3.545, 1.821, 1.605], [-3.548, 2.893, 2.567], [-4.924, 0.933, 1.621], [-4.727, -0.330, 2.360], [-1.611, 1.028, 0.966], [-1.729, 1.349, 2.698], [-2.522, -0.066, 2.010], [-3.468, 2.321, 0.632], [-5.802, 1.574, 2.200], [-5.254, 0.686, 0.458], [0.414, -1.865, -2.007], [-0.900, -1.114, -2.110], [-1.557, -1.117, -3.472], [-2.311, 0.099, -3.451], [-1.690, 0.950, -2.601], [-1.947, 2.107, -2.505], [-0.724, 0.310, -1.906], [0.742, -2.243, -2.978], [1.197, -1.223, -1.608], [0.303, -2.723, -1.347], [-1.599, -1.459, -1.346], [-2.218, -1.964, -3.636], [-0.823, -1.058, -4.281], [-3.483, -4.475, 3.680], [-2.045, -4.433, 3.194], [-1.392, -3.072, 3.219], [-0.418, -3.189, 2.165], [-0.882, -4.098, 1.285], [-0.409, -4.297, 0.206], [-1.949, -4.751, 1.780], [-3.864, -3.478, 3.907], [-4.129, -4.918, 2.924], [-3.561, -5.074, 4.589], [-1.439, -5.165, 3.720], [-0.905, -2.844, 4.163], [-2.087, -2.267, 2.964], [-3.674, -5.069, 8.955], [-2.205, -5.029, 8.571], [-1.549, -3.665, 8.592], [-0.508, -3.814, 7.618], [-0.909, -4.755, 6.733], [-0.380, -4.972, 5.691], [-2.011, -5.394, 7.187], [-4.074, -4.069, 9.121], [-4.257, -5.544, 8.169], [-3.819, -5.636, 9.873], [-1.627, -5.738, 9.169], [-1.124, -3.395, 9.555], [-2.227, -2.877, 8.255], [-0.169, 3.164, -5.053], [1.162, 2.488, -4.788], [2.390, 3.362, -4.908], [3.408, 2.412, -5.266], [2.801, 1.384, -5.904], [3.378, 0.525, -6.494], [1.462, 1.478, -5.788], [-0.043, 4.199, -5.374], [-0.722, 2.631, -5.825], [-0.774, 3.172, -4.149], [1.148, 1.981, -3.820], [2.654, 3.874, -3.987], [2.302, 4.090, -5.719], [7.538, 6.926, -5.835], [7.052, 6.036, -4.704], [6.659, 4.626, -5.089], [5.693, 4.297, -4.087], [5.125, 5.450, -3.671], [4.155, 5.520, -2.988], [5.810, 6.517, -4.150], [7.457, 6.429, -6.802], [6.953, 7.843, -5.871], [8.583, 7.198, -5.694], [7.778, 6.018, -3.887], [7.483, 3.918, -5.061], [6.172, 4.582, -6.067]], "atomic_forces_ev_per_a": [[0.43, -0.07, -0.11], [-0.32, -0.39, -0.36], [0.10, -0.08, 0.06], [-0.06, 0.15, 0.40], [0.02, -0.05, -0.05], [0.00, 0.04, 0.10], [-0.07, 0.06, -0.06], [-0.10, 0.09, 0.03], [0.04, 0.19, 0.18], [-0.04, 0.02, -0.12], [0.07, -0.13, -0.02], [0.00, -0.18, -0.04], [0.26, -0.12, 0.09], [-0.11, -0.07, -0.01], [0.04, -0.02, -0.07], [0.01, 0.05, 0.12], [0.06, 0.03, -0.03], [-0.15, -0.01, -0.14], [0.02, 0.14, -0.05], [-0.05, 0.05, 0.03], [0.06, 0.03, 0.06], [-0.04, 0.07, 0.00], [-0.09, 0.07, 0.02], [0.05, -0.02, 0.04], [-0.02, 0.04, 0.14], [-0.41, 0.02, -0.07], [0.02, 0.14, 0.05], [-0.03, 0.01, 0.00], [-0.05, 0.04, -0.02], [0.02, -0.01, -0.03], [0.07, 0.01, 0.04], [-0.02, 0.02, -0.15], [0.03, 0.00, -0.03], [0.01, -0.03, -0.03], [0.10, -0.02, -0.02], [0.20, -0.06, -0.09], [-0.06, -0.06, -0.04], [-0.02, 0.03, 0.10], [-0.21, 0.02, 0.02], [0.06, 0.04, 0.06], [-0.02, 0.01, 0.05], [-0.07, 0.08, -0.10], [0.10, -0.07, 0.17], [0.08, -0.04, 0.05], [-0.01, 0.01, -0.10], [0.03, -0.01, -0.03], [0.00, -0.02, -0.02], [0.04, 0.00, -0.02], [0.12, -0.02, -0.05], [-0.06, -0.03, 0.02], [-0.03, 0.14, 0.08], [-0.20, 0.09, -0.12], [0.07, 0.03, 0.19], [-0.02, 0.06, -0.04], [-0.03, 0.00, -0.04], [0.03, -0.01, -0.02], [0.05, -0.04, 0.08], [0.07, -0.05, -0.11], [0.03, -0.06, 0.01], [-0.05, -0.01, -0.04], [0.05, -0.04, -0.01], [0.14, -0.09, 0.01], [-0.10, -0.02, -0.02], [0.08, -0.03, -0.05], [0.01, 0.12, -0.16], [0.07, -0.13, 0.02], [0.01, 0.06, 0.01], [-0.04, 0.04, 0.01], [-0.02, 0.01, 0.00], [0.06, -0.07, 0.03], [-0.10, 0.02, 0.00], [-0.02, -0.01, 0.04], [-0.01, 0.02, 0.01], [-0.02, -0.02, 0.03], [-0.06, -0.06, 0.09], [0.03, 0.06, -0.03]]}



{"formula": "C4H5N3S", "method": "the ωB97M-V functional and the def2-TZVPD basis", "smiles": "Cn1nnccc1=S", "homo_energy_ev": -8.61, "de_lowest_kcal_mol": 78.6, "spin_multiplicity": 1, "e_lumo_ha": -0.02269, "gap_ev": 8.00, "species": ["C", "N", "N", "N", "C", "C", "C", "S", "H", "H", "H", "H", "H"], "positions_angstrom": [[-0.811, 1.914, 0.020], [-0.027, 0.647, 0.024], [1.310, 0.771, -0.044], [2.100, -0.297, -0.193], [1.510, -1.488, -0.025], [0.219, -1.694, 0.175], [-0.709, -0.591, 0.170], [-2.370, -0.889, -0.137], [-0.075, 2.777, 0.108], [-1.462, 2.195, -0.930], [-1.414, 1.885, 0.908], [2.007, -2.503, -0.382], [-0.277, -2.728, 0.304]], "atomic_forces_ev_per_a": [[0.77, 1.72, -1.37], [-0.70, -0.85, 0.22], [1.02, -1.57, -0.90], [-1.65, 2.94, 0.92], [1.35, -3.75, -2.15], [-3.44, -0.95, 1.40], [-0.44, -0.31, -1.78], [1.74, 1.01, 0.84], [-0.72, -1.31, 0.00], [1.39, -1.45, 1.86], [-0.55, 0.07, 0.15], [0.07, 2.58, 1.20], [1.16, 1.86, -0.38]]}